{"formula": "C15H38Cl28NNbOP", "method": "ωB97M-V/def2-TZVPD", "e_tot_ev": -381172.0849, "spin_multiplicity": 1, "homo_lumo_gap_ev": 5.24, "total_charge": -1, "symbols": ["C", "P", "O", "Nb", "N", "H", "H", "H", "H", "H", "H", "H", "H", "H", "H", "C", "Cl", "Cl", "H", "H", "C", "Cl", "Cl", "H", "H", "C", "Cl", "Cl", "H", "H", "C", "Cl", "Cl", "H", "H", "C", "Cl", "Cl", "H", "H", "C", "Cl", "Cl", "H", "H", "C", "Cl", "Cl", "H", "H", "C", "Cl", "Cl", "H", "H", "C", "Cl", "Cl", "H", "H", "C", "Cl", "Cl", "H", "H", "C", "Cl", "Cl", "H", "H", "C", "Cl", "Cl", "H", "H", "C", "Cl", "Cl", "H", "H", "C", "Cl", "Cl", "H", "H"], "positions_angstrom": [[0.1949, 2.4193, -2.3025], [0.1489, 1.1862, -0.8656], [-1.4974, 1.2564, -0.3818], [0.5256, -1.2171, -1.7486], [-0.9664, -0.9219, -3.2488], [1.0989, 2.2950, -2.8960], [-0.7269, 2.2486, -2.8807], [0.1079, 3.4145, -1.8513], [-1.5064, 1.4112, 0.5557], [1.7648, -0.4934, -2.8673], [1.7332, -1.4126, -0.3871], [-0.8046, -1.9021, -0.6680], [0.9815, -2.8734, -2.4131], [-0.6398, -0.3981, -4.0495], [-1.7369, -0.4254, -2.8067], [2.1174, 1.0897, 2.7366], [0.3971, 0.7574, 2.9910], [2.7463, 0.2095, 1.3435], [2.2469, 2.1543, 2.5697], [2.6628, 0.7818, 3.6228], [-3.8466, -2.3858, -3.1939], [-4.3409, -1.3912, -1.8189], [-4.7783, -1.9581, -4.6367], [-2.7887, -2.2168, -3.3883], [-4.0215, -3.4273, -2.9510], [-4.3140, -4.7461, 0.1758], [-2.8505, -3.8612, -0.2428], [-5.2428, -5.2107, -1.2614], [-4.0393, -5.6468, 0.7157], [-4.9315, -4.1182, 0.7928], [-1.3942, 3.3435, 5.1503], [-0.0097, 4.3021, 4.6179], [-2.3904, 2.8190, 3.7878], [-1.0262, 2.4668, 5.6774], [-2.0022, 3.9500, 5.8150], [0.6136, 6.3217, -4.0803], [0.2561, 4.6869, -4.6436], [1.4378, 6.3102, -2.5161], [1.2535, 6.8102, -4.8069], [-0.3182, 6.8673, -3.9789], [0.5806, 0.2523, 7.5663], [0.4744, 2.0124, 7.4326], [-0.2776, -0.5490, 6.2475], [1.6254, -0.0363, 7.5308], [0.1411, -0.0542, 8.5091], [-5.7920, 1.7942, -1.9600], [-7.5015, 1.9194, -1.5112], [-5.4270, 2.7758, -3.3848], [-5.1844, 2.1393, -1.1305], [-5.5661, 0.7578, -2.1832], [4.5821, -2.5352, 3.2753], [5.8784, -3.7112, 3.5457], [4.6684, -1.1951, 4.4242], [4.6723, -2.1365, 2.2697], [3.6268, -3.0338, 3.3904], [7.5676, -2.2544, 0.5183], [7.4844, -0.4889, 0.4620], [6.6640, -2.9891, -0.8100], [8.6064, -2.5586, 0.4485], [7.1403, -2.5926, 1.4550], [6.7502, -2.8209, -4.9032], [6.8181, -3.8559, -6.3384], [5.2951, -3.1179, -3.9526], [7.6190, -3.0268, -4.2858], [6.7568, -1.7838, -5.2196], [9.2518, -5.9829, -3.7402], [9.0174, -6.1036, -1.9929], [10.2536, -4.5897, -4.1673], [9.7412, -6.8846, -4.0909], [8.2829, -5.8741, -4.2171], [-0.2259, 7.6187, 7.1863], [-0.0069, 8.1742, 5.5231], [0.2673, 5.9331, 7.3807], [0.3761, 8.2369, 7.8430], [-1.2743, 7.7081, 7.4488], [-6.7059, -1.7779, 2.7642], [-6.1804, -1.4559, 1.1012], [-6.5131, -3.4675, 3.2505], [-6.1215, -1.1589, 3.4361], [-7.7562, -1.5212, 2.8474], [-8.6566, 1.2290, -5.0388], [-10.4087, 1.0832, -4.8387], [-8.0783, 0.2896, -6.4203], [-8.4090, 2.2723, -5.1975], [-8.1707, 0.8651, -4.1401]]}